(1)
The following is a quantum chemistry calculation of a structure of composition C25H35N5O2 in a non-equilibrium geometry, from the OMol25 dataset.

Geometry as XYZ:
```
67
Properties=species:S:1:pos:R:3:lowdin_charge:R:1
C -2.094 -2.367 -3.670 -0.148
C -1.819 -1.478 -2.541 -0.220
H -2.465 -0.506 -2.648 0.147
H -0.887 -1.143 -2.518 0.040
C -2.265 -2.404 -1.398 -0.004
N -2.197 -1.474 -0.034 0.078
C -1.155 -1.479 0.918 -0.133
C -1.269 -0.346 1.609 -0.232
C -0.282 -0.163 2.593 0.038
N 0.894 -0.939 2.644 0.094
N 0.969 -1.607 1.719 -0.084
C 0.035 -2.035 0.591 -0.089
O 0.444 -3.174 -0.256 -0.178
C 2.361 -2.346 1.744 -0.025
H 2.229 -3.491 1.270 0.179
H 2.670 -2.383 2.843 0.154
C 3.281 -1.816 0.787 -0.473
O 4.035 -0.908 1.198 -0.005
N 3.090 -1.825 -0.620 -0.007
H 2.176 -2.504 -0.639 0.144
C 3.360 -1.060 -1.717 -0.194
C 2.084 -0.198 -2.036 -0.237
H 2.524 0.475 -2.944 0.180
H 1.449 -0.975 -2.444 0.112
C 1.474 0.719 -1.368 -0.375
N 1.638 1.991 -1.434 -0.130
C 2.880 2.343 -1.150 -0.243
C 3.225 2.827 0.314 -0.083
C 2.016 3.435 1.157 -0.194
C 0.754 2.851 0.798 -0.178
H 0.636 2.004 1.112 -0.007
H -0.095 3.492 1.032 0.129
C 0.567 2.847 -0.776 -0.127
C -0.918 2.286 -1.197 -0.153
C -1.122 2.273 -2.680 -0.080
H -0.363 1.818 -3.080 0.004
H -2.084 2.059 -3.096 0.075
H -0.888 3.327 -2.870 0.094
H -1.586 3.211 -0.741 0.165
H -1.285 1.591 -0.619 0.006
H 0.788 3.734 -1.049 0.070
H 2.125 3.547 2.363 0.163
H 2.034 4.464 0.726 0.109
H 3.224 1.537 0.830 0.182
H 4.049 3.222 0.390 -0.009
H 3.778 1.840 -1.646 0.152
H 2.985 3.408 -1.574 0.138
H 2.021 0.164 -0.097 0.197
H 0.451 0.361 -1.212 0.128
H 4.016 -0.306 -1.156 0.133
H 3.903 -1.601 -2.465 0.117
H -0.272 0.577 3.435 0.132
C -2.322 0.305 1.364 -0.137
C -3.160 1.194 2.157 0.051
C -4.325 1.559 1.631 -0.165
C -4.909 1.059 0.605 0.002
C -4.284 -0.124 -0.282 0.136
C -3.108 -0.414 0.376 -0.116
H -4.637 -0.470 -1.056 0.003
H -5.763 1.250 0.291 0.021
H -4.954 2.355 1.869 0.110
H -2.783 1.779 3.015 0.132
H -3.268 -2.599 -1.340 0.093
H -1.754 -3.099 -1.033 0.021
H -1.462 -3.339 -3.649 0.115
H -1.867 -1.895 -4.628 0.071
H -3.163 -2.825 -3.771 0.113
```

multiplicity	1
Kohn-Sham gap	6.28	eV
max |F|	16.73	eV/Å
lowest unoccupied orbital energy	-1.0	eV
charge	0
energy above the lowest of the compared OMol25 structures with the same formula, charge and spin	2186.9	kJ/mol
highest occupied orbital energy	-7.3	eV
E_tot	-38017.3842	eV

***

(2)
The following is a quantum chemistry calculation of a structure of composition C25H35N5O3 in a non-equilibrium geometry, from the OMol25 dataset.

Geometry as XYZ:
```
68
Properties=species:S:1:pos:R:3:lowdin_charge:R:1
C 0.788 0.832 -0.660 -0.006
C 1.939 0.099 -0.399 -0.145
C 3.219 0.505 -0.235 -0.038
C 3.749 2.024 -0.452 -0.068
O 2.986 3.002 -1.017 -0.056
N 5.134 2.426 -0.108 -0.056
C 6.225 1.652 0.515 -0.226
C 7.322 2.430 0.536 -0.230
H 8.330 1.961 0.476 0.130
C 7.024 3.604 -0.398 -0.173
C 5.634 3.496 -0.354 -0.458
H 5.262 3.931 -1.442 0.179
H 5.143 4.508 0.242 0.191
H 7.541 4.421 -0.065 0.086
H 7.447 3.241 -1.486 0.178
H 7.261 2.940 1.777 0.202
H 5.780 1.120 1.297 0.110
H 6.482 0.817 -0.307 0.172
O 4.144 -0.513 0.076 0.150
C 3.561 -1.544 0.287 -0.312
C 2.256 -1.285 -0.230 -0.013
C 1.439 -2.454 0.015 -0.113
N 0.010 -2.529 -0.140 0.103
N -0.288 -3.731 0.026 -0.174
C 0.759 -4.728 -0.270 0.132
C 1.760 -3.744 -0.059 -0.212
C 3.274 -3.811 -0.089 -0.109
H 3.509 -5.089 0.465 0.211
H 3.703 -4.051 -0.993 0.075
C 4.061 -2.788 0.643 -0.099
H 5.158 -3.012 0.269 0.194
H 4.072 -2.899 1.542 0.038
H 0.608 -5.627 0.024 0.039
C -1.728 -3.981 -0.228 -0.072
H -2.167 -3.689 -1.128 0.102
H -1.822 -5.390 -0.072 0.243
C -2.609 -3.555 0.797 -0.369
O -3.490 -4.133 1.724 -0.139
N -2.220 -2.308 1.321 0.043
H -1.328 -1.940 0.918 0.083
C -3.045 -1.386 2.419 -0.077
H -2.157 -1.304 3.381 0.191
C -3.312 -0.089 1.692 -0.128
H -2.494 0.545 1.326 0.101
H -3.777 0.392 2.377 0.022
C -4.551 -0.317 0.497 -0.090
N -5.053 1.003 0.095 -0.091
C -6.388 0.862 -0.577 -0.331
C -6.894 1.978 -0.936 -0.238
C -5.831 2.902 -1.664 -0.244
C -4.622 2.982 -1.094 -0.227
C -4.068 1.591 -0.829 -0.138
H -3.261 1.629 -0.372 0.039
H -3.969 1.210 -1.664 0.056
H -4.828 3.637 0.000 0.205
H -3.936 3.529 -1.462 0.046
H -6.381 3.988 -1.944 0.180
H -5.783 2.489 -2.652 0.107
H -7.052 2.494 0.145 0.169
H -8.003 1.989 -1.041 0.140
H -6.957 0.184 -0.038 0.116
H -6.181 0.204 -1.462 0.152
H -3.937 -0.922 -0.369 0.160
H -5.060 -0.922 0.978 0.010
H -3.848 -1.957 2.622 0.039
H 0.146 0.245 -1.305 0.112
H 0.289 1.206 0.206 0.111
H 1.026 1.628 -1.146 0.015
```

multiplicity	1
Kohn-Sham gap	8.12	eV
max |F|	19.96	eV/Å
lowest unoccupied orbital energy	0.2	eV
charge	0
energy above the lowest of the compared OMol25 structures with the same formula, charge and spin	2745.2	kJ/mol
highest occupied orbital energy	-7.9	eV
E_tot	-40061.6033	eV

***

(3)
The following is a quantum chemistry calculation of a structure of composition C25H36AsCsN2O8PS in a non-equilibrium geometry, from the OMol25 dataset.

Geometry as XYZ:
```
75
Properties=species:S:1:pos:R:3:lowdin_charge:R:1
Cs 0.027 -0.150 0.811 1.808
C 3.354 1.088 1.571 -0.105
O 2.793 -0.047 0.956 -0.259
C 3.548 -1.179 0.871 -0.222
C 4.816 -1.316 1.407 -0.031
C 5.527 -2.501 1.257 -0.104
C 4.969 -3.565 0.573 -0.112
C 3.706 -3.442 0.032 -0.025
C 2.964 -2.263 0.168 -0.208
N 1.673 -2.131 -0.277 -0.061
N 1.348 -2.881 -1.272 0.079
C 0.089 -2.932 -1.720 -0.166
C -1.080 -2.472 -0.997 -0.400
O -1.064 -2.167 0.218 -0.391
C -2.316 -2.426 -1.750 0.005
C -2.439 -2.967 -2.982 -0.030
C -1.344 -3.614 -3.620 -0.186
C -1.501 -4.271 -4.848 -0.057
C -0.434 -4.879 -5.460 -0.117
C 0.827 -4.822 -4.859 -0.102
C 1.003 -4.180 -3.659 -0.036
C -0.076 -3.575 -2.993 -0.108
H 4.285 1.395 1.082 0.102
H 3.547 0.923 2.639 0.086
H 2.625 1.892 1.466 0.064
H 5.269 -0.504 1.956 0.101
H 6.513 -2.582 1.691 0.094
H 5.517 -4.489 0.453 0.094
H 3.241 -4.264 -0.490 0.100
H -3.151 -1.937 -1.264 0.112
H -3.380 -2.936 -3.521 0.110
H -2.483 -4.293 -5.310 0.104
H -0.567 -5.402 -6.398 0.089
H 1.672 -5.281 -5.357 0.093
H 1.973 -4.142 -3.190 0.096
O -2.228 -0.563 2.251 -0.249
H -2.058 -1.238 1.575 -0.050
H -2.855 0.023 1.793 -0.019
C -0.556 3.126 5.847 -0.270
As 0.495 2.736 4.231 0.602
C 0.448 0.808 4.103 -0.267
C -0.593 3.499 2.835 -0.262
S 2.392 3.540 4.442 -0.012
H -1.572 2.750 5.741 0.027
H -0.574 4.212 5.988 0.028
H -0.085 2.677 6.725 0.027
H -0.579 0.457 4.171 0.032
H 1.050 0.386 4.915 0.046
H 0.863 0.505 3.145 -0.071
H -1.554 2.996 2.786 0.035
H -0.088 3.361 1.884 -0.002
H -0.723 4.567 3.025 0.046
C 1.729 2.697 -1.873 -0.068
O 0.314 2.780 -1.773 -0.126
C -0.253 2.478 -0.582 -0.539
O 0.511 2.171 0.350 -0.444
H 1.982 2.920 -2.908 0.086
H 2.076 1.699 -1.597 0.087
H 2.189 3.420 -1.196 0.089
C -2.718 4.382 0.218 -0.165
O -2.942 3.253 -0.576 -0.351
P -2.285 1.833 -0.024 0.794
O -3.842 1.166 0.599 -0.425
C -4.995 1.091 -0.181 -0.196
O -2.436 0.970 -1.400 -0.359
C -2.207 1.489 -2.690 -0.123
H -3.123 5.249 -0.305 0.084
H -1.646 4.527 0.380 0.066
H -3.207 4.296 1.192 0.080
H -5.875 1.130 0.470 0.073
H -5.020 0.155 -0.747 0.070
H -5.038 1.926 -0.891 0.071
H -1.716 0.713 -3.282 0.091
H -1.576 2.374 -2.653 0.061
H -3.155 1.754 -3.171 0.087
```

multiplicity	1
Kohn-Sham gap	6.47	eV
max |F|	3.42	eV/Å
lowest unoccupied orbital energy	2.1	eV
charge	-1
energy above the lowest of the compared OMol25 structures with the same formula, charge and spin	280.4	kJ/mol
highest occupied orbital energy	-4.4	eV
E_tot	-127379.2945	eV

***

(4)
The following is a quantum chemistry calculation of a cluster of 2 separate species, C25H36BN2O9S in total in a non-equilibrium geometry, from the OMol25 dataset.

Geometry as XYZ:
```
74
Properties=species:S:1:pos:R:3:lowdin_charge:R:1
C 4.866 -1.487 -0.294 -0.130
C 5.552 -0.087 -0.786 -0.260
C 4.359 0.992 -0.922 -0.246
C 4.832 2.433 -1.465 -0.211
C 3.687 3.198 -2.335 -0.207
C 2.279 3.246 -1.564 -0.208
C 1.060 3.812 -2.456 -0.168
C -0.244 4.206 -1.583 -0.170
N -0.364 3.309 -0.391 -0.096
C -0.982 1.989 -0.665 0.047
C -1.190 0.901 0.410 -0.145
O -1.844 -0.322 0.009 -0.091
C -3.270 0.001 0.050 -0.155
C -4.122 -0.952 -0.958 -0.350
C -3.630 -0.592 -2.444 -0.063
O -3.878 -2.327 -0.572 -0.068
C -0.687 1.182 1.861 -0.004
B -0.841 0.056 3.017 -0.418
O -1.726 0.192 4.180 0.014
C 0.040 -1.317 2.919 -0.152
C 1.592 -1.108 3.359 -0.131
C -0.019 2.611 2.115 -0.383
S 0.597 2.889 3.842 0.747
C 0.124 3.665 0.957 -0.097
C 0.830 5.085 1.249 -0.146
O 0.360 5.743 2.455 -0.173
N -0.987 5.939 2.446 -0.024
O -1.374 5.616 3.541 0.034
H 5.614 -2.181 0.218 0.069
H 4.375 -1.981 -1.214 0.085
H 4.074 -1.206 0.486 0.058
H 6.085 -0.299 -1.775 0.102
H 6.317 0.227 0.006 0.104
H 3.902 1.093 0.136 0.113
H 3.550 0.568 -1.625 0.119
H 5.131 3.052 -0.531 0.115
H 5.756 2.271 -2.121 0.104
H 3.609 2.795 -3.411 0.117
H 4.066 4.291 -2.432 0.111
H 2.399 3.963 -0.678 0.096
H 1.944 2.225 -1.151 0.111
H 0.727 2.926 -3.130 0.117
H 1.347 4.665 -3.163 0.113
H -0.339 5.318 -1.346 0.115
H -1.155 3.949 -2.254 0.125
H -1.342 1.755 -1.734 0.130
H -3.513 1.084 -0.250 0.127
H -3.637 -0.111 1.141 0.146
H -5.258 -0.751 -0.830 0.153
H -4.127 -1.241 -3.249 0.088
H -3.893 0.522 -2.615 0.082
H -2.491 -0.701 -2.562 0.088
H -3.996 -2.335 0.411 0.109
H -1.154 0.591 4.889 0.090
H -0.386 -2.118 3.639 0.110
H 0.060 -1.749 1.844 0.118
H 1.684 -0.386 4.249 0.063
H 2.245 -0.719 2.504 0.059
H 2.066 -2.107 3.705 0.081
H 1.983 2.821 3.886 -0.107
H 0.691 5.841 0.386 0.122
H 1.975 4.929 1.322 0.138
C -3.895 -5.801 -0.656 0.075
C -2.554 -6.063 -0.593 -0.403
C -2.214 -7.547 -0.707 -0.357
O -1.071 -7.990 -0.747 0.030
C -3.327 -8.512 -0.769 0.052
C -4.670 -8.251 -0.818 -0.422
C -5.004 -6.762 -0.811 -0.345
O -6.139 -6.311 -0.923 0.043
O -5.614 -9.075 -0.870 -0.007
O -1.615 -5.242 -0.462 0.015
H -4.231 -4.772 -0.594 0.093
H -2.996 -9.544 -0.778 0.109
```

multiplicity	1
Kohn-Sham gap	1.52	eV
max |F|	4.13	eV/Å
lowest unoccupied orbital energy	-1.0	eV
charge	-1
highest occupied orbital energy	-2.5	eV
E_tot	-59414.8244	eV